1.
C3H10N2O2 | ωB97M-V with the def2-TZVPD basis set

```
17
Properties=species:S:1:pos:R:3:mulliken_charge:R:1
O 3.19762 -1.37610 -1.01188 -0.466
C 2.00650 -1.23303 -0.99813 -0.070
C 1.30489 -0.40567 0.06769 -0.375
N -0.07966 -0.15223 -0.30401 -0.196
C -0.63285 0.90009 0.59764 -0.747
N 0.03882 2.16205 0.46797 -0.450
H 1.36010 -1.70151 -1.76801 0.325
H 1.92030 0.47174 0.22919 0.276
H 1.29975 -1.07185 0.93219 0.274
H -0.21153 0.08893 -1.27839 0.234
H -1.68160 0.97188 0.31576 0.421
H -0.57148 0.50148 1.60775 0.409
H -0.42757 2.90493 -0.01693 0.186
H 0.60391 2.44621 1.24899 0.196
H -2.57415 -1.06636 0.54207 0.311
H -2.39937 -1.96530 -0.50363 0.330
O -3.15368 -1.47525 -0.12826 -0.659
```

Properties
**SMILES string**: NCNCC=O.O
**ΔE to the lowest compared entry with this formula, charge and spin**: 202.6 kJ/mol
**Total charge**: 0
**Highest occupied orbital energy**: -9.54 eV


2.
C3H10N2O2 | ωB97M-V with the def2-TZVPD basis set

```
17
Properties=species:S:1:pos:R:3:mulliken_charge:R:1
N 0.26775 -0.18703 2.14119 -0.536
C -0.10877 0.20502 0.76428 0.462
C -1.51245 -0.30677 0.42241 -1.421
C 0.90572 -0.32757 -0.23686 0.336
N 2.21791 -0.05741 -0.02399 -0.344
O 0.55961 -0.86594 -1.28516 -0.737
H -0.31524 -0.87341 2.55238 0.198
H 0.55298 0.57994 2.71865 0.198
H -0.08854 1.28931 0.82812 0.305
H -1.40452 -1.38408 0.30689 0.373
H -1.81255 0.11544 -0.53115 0.274
H -2.20882 -0.03298 1.20772 0.445
H 2.83635 -0.57389 -0.62591 0.251
H 2.55268 0.59553 0.65800 0.193
H -0.26177 0.33653 -2.45683 0.367
H -1.49429 0.53435 -3.36702 0.300
O -0.68603 0.95297 -3.07274 -0.664
```

Properties
**SMILES string**: C[C@@H](N)C(N)=O.O
**ΔE to the lowest compared entry with this formula, charge and spin**: 67.0 kJ/mol
**Total charge**: 0
**Highest occupied orbital energy**: -9.27 eV


3.
C3H10N2O2 | ωB97M-V with the def2-TZVPD basis set

```
17
Properties=species:S:1:pos:R:3:mulliken_charge:R:1
C 1.79025 -0.29062 1.04498 -0.507
C 0.69346 0.67408 0.33062 -0.749
C 0.09480 -0.09376 -0.84929 0.654
N -0.78811 0.68487 -1.58336 -0.395
O 0.43694 -1.25805 -1.10287 -0.640
N 2.54943 0.52575 1.95608 -0.639
H 2.33952 -0.68302 0.10880 0.348
H 1.22398 -1.04570 1.66218 0.245
H 1.13256 1.44788 -0.23419 0.358
H -0.17152 1.06312 1.02229 0.301
H -1.41667 0.19956 -2.29306 0.275
H -0.63850 1.63733 -1.32280 0.203
H 3.27726 -0.11284 2.28367 0.257
H 1.82305 0.55394 2.79826 0.292
H -3.63615 -1.20120 -0.10443 0.325
H -4.74767 -0.18804 -0.07149 0.302
O -3.81020 -0.22740 -0.09914 -0.631
```

Properties
**SMILES string**: NCCC(N)=O.O
**ΔE to the lowest compared entry with this formula, charge and spin**: 195.0 kJ/mol
**Total charge**: 0
**Highest occupied orbital energy**: -9.40 eV


4.
C3H10N2O2 | ωB97M-V with the def2-TZVPD basis set

```
17
Properties=species:S:1:pos:R:3:mulliken_charge:R:1
N -0.65169 2.57305 -0.06732 -0.637
C -1.00861 1.23431 -0.79115 -0.412
C -0.42904 -0.04139 0.02519 0.441
N -0.26333 -0.01894 1.40566 -0.197
C 0.48771 -1.10197 2.10583 -0.669
O -0.05128 -0.95832 -0.70872 -0.634
H -1.11100 3.16155 -0.60285 0.225
H 0.42235 2.70809 -0.14846 0.244
H -0.64197 1.39339 -1.86256 0.291
H -2.12831 1.04786 -0.82178 0.277
H -0.77031 0.77609 1.75311 0.268
H -0.19380 -1.79163 2.50358 0.266
H 1.13158 -0.42714 2.89108 0.268
H 1.11892 -1.61169 1.21663 0.240
H 0.79231 -1.77063 -2.25168 0.356
H 1.56247 -3.03438 -2.43931 0.287
O 1.73401 -2.13823 -2.20726 -0.613
```

Properties
**SMILES string**: CNC(=O)CN.O
**ΔE to the lowest compared entry with this formula, charge and spin**: 257.8 kJ/mol
**Total charge**: 0
**Highest occupied orbital energy**: -9.70 eV


5.
C3H10N2O2 | ωB97M-V with the def2-TZVPD basis set

```
17
Properties=species:S:1:pos:R:3:mulliken_charge:R:1
N 1.26237 -1.17745 -1.32349 -0.258
C -0.01820 -0.96457 -0.84661 0.135
C -0.74181 0.19396 -1.52791 -1.183
C 0.13386 -0.51293 0.73760 0.506
N -1.02344 -0.40382 1.36297 -0.299
O 1.19285 -0.13158 1.16768 -0.568
H 1.58541 -2.13618 -1.29175 0.326
H 1.97049 -0.55953 -0.93429 0.306
H -0.60484 -1.86976 -0.75354 0.406
H -0.45102 1.18135 -1.17595 0.308
H -1.81897 0.10685 -1.59448 0.374
H -0.46396 0.17780 -2.57956 0.389
H -1.01971 -0.08785 2.32572 0.293
H -1.86750 -0.90870 1.14325 0.230
H 0.32325 3.06660 1.49613 0.309
H 1.01155 1.66027 1.67367 0.350
O 0.52967 2.36553 2.12058 -0.624
```

Properties
**ΔE to the lowest compared entry with this formula, charge and spin**: 111.7 kJ/mol
**Total charge**: +1
**Spin multiplicity**: 2
**Highest occupied orbital energy (alpha / beta)**: -14.46 / -14.45 eV


6.
C3H10N2O3 | ωB97M-V with the def2-TZVPD basis set

```
18
Properties=species:S:1:pos:R:3:mulliken_charge:R:1
C 1.31276 0.98215 0.53550 0.020
C 0.99238 -0.04361 1.38705 -0.372
N -0.38081 0.02343 1.62290 -0.322
C -0.92748 0.92092 0.57110 -0.329
N 0.23713 1.79153 0.24677 -0.553
H 2.27816 1.22705 0.04458 0.322
H 1.65759 -0.84647 1.76950 0.312
H -0.76496 -0.95354 1.58325 0.386
H -1.86398 1.38322 0.94065 0.276
H -0.22575 -2.07101 -0.77513 0.373
H 0.56999 -2.06961 -2.14110 0.264
O 0.72227 -2.08471 -1.18952 -0.680
H 0.20759 1.75229 -0.95218 0.557
H -2.08551 -2.70778 -0.15216 0.129
O -1.37351 -2.17725 0.18348 -1.012
H 0.10041 2.05995 -2.89882 0.159
H -1.11324 0.33828 -0.39043 0.326
O -0.08947 1.48683 -2.16282 -0.854
```

Properties
**ΔE to the lowest compared entry with this formula, charge and spin**: 156.5 kJ/mol
**Total charge**: -1
**Spin multiplicity**: 2
**Highest occupied orbital energy (alpha / beta)**: -4.02 / -4.25 eV


7.
C3H10N2O3 | ωB97M-V with the def2-TZVPD basis set

```
18
Properties=species:S:1:pos:R:3:mulliken_charge:R:1
O 0.61410 0.71020 0.20340 -0.627
C 0.38277 -0.41428 0.63422 0.804
N 0.85886 -0.83431 1.83467 -0.347
C -0.48697 -1.41737 -0.13492 -0.804
N -1.59718 -0.80115 -0.83443 -0.210
C -1.34315 -0.02183 -1.99795 -0.321
O -1.28836 1.37049 -1.75726 -0.564
H 1.58228 -0.30523 2.30082 0.190
H 0.54362 -1.65286 2.31650 0.178
H -0.82512 -2.11899 0.64136 0.318
H 0.04468 -1.92977 -0.93626 0.240
H -2.44473 -0.70221 -0.30893 0.209
H -2.18468 -0.12527 -2.68436 0.311
H -0.37539 -0.33444 -2.38120 0.246
H -0.55465 1.57659 -1.15087 0.372
H 2.95955 1.96451 1.73122 0.285
H 1.59345 2.42635 1.35739 0.309
O 2.52092 2.60957 1.16659 -0.591
```

Properties
**SMILES string**: NC(=O)CNCO.O
**ΔE to the lowest compared entry with this formula, charge and spin**: 88.5 kJ/mol
**Total charge**: 0
**Highest occupied orbital energy**: -8.89 eV


8.
C3H10N2O4P2 | ωB97M-V with the def2-TZVPD basis set

```
21
Properties=species:S:1:pos:R:3:mulliken_charge:R:1
C -0.32298 -0.54711 0.45925 -0.724
C -0.93041 1.44746 -0.90613 -1.300
C -1.28390 0.25197 -0.06166 0.528
N 3.72257 -1.42761 0.97272 -0.668
N -3.82795 -0.81137 -0.80993 -0.682
O 4.94387 -0.01826 -0.74072 -0.761
O -3.61565 1.49901 0.37364 -0.749
O 4.19166 1.19478 1.40989 -0.716
O -3.20693 -0.66607 1.74943 -0.783
P 3.92466 0.21968 0.33771 0.865
P -3.06300 0.13707 0.48184 0.801
H 2.69866 0.44791 -0.17803 -0.158
H 0.69334 -0.36863 0.17014 0.121
H -0.57902 -1.37245 1.18805 0.262
H -1.61237 1.50606 -1.69649 0.318
H 0.03307 1.48694 -1.36769 0.425
H -1.06159 2.40046 -0.46094 0.302
H 3.04991 -1.38112 1.63169 0.255
H 3.55252 -2.19654 0.26192 0.225
H -3.71453 -0.14825 -1.64279 0.220
H -3.59194 -1.65394 -1.17190 0.218
```

Properties
**ΔE to the lowest compared entry with this formula, charge and spin**: 18.6 kJ/mol
**Total charge**: -2
**Highest occupied orbital energy**: -2.83 eV


9.
C3H10N2OP | ωB97M-V with the def2-TZVPD basis set

```
17
Properties=species:S:1:pos:R:3:mulliken_charge:R:1
C 1.67837 0.20244 -0.12980 0.671
C 1.64157 1.32509 -1.07533 -0.814
C -0.74542 -0.43157 -0.16280 -0.257
N 2.28501 -0.57462 0.51858 -0.325
N -1.46209 0.66676 0.63438 -0.377
O -1.33833 -0.28446 -1.45244 -0.531
P -1.23581 -2.03904 0.73867 -0.062
H 2.71719 1.44429 -1.24205 0.369
H 1.30019 0.97588 -2.08950 0.298
H 1.06274 2.17531 -0.57467 0.275
H 2.23218 -1.39318 1.14193 0.313
H -1.22688 1.53294 0.22498 0.295
H -0.99160 0.74723 1.54882 0.362
H -2.46534 0.39960 0.78578 0.361
H -2.33682 -0.42967 -1.45257 0.358
H -1.00473 -1.51000 2.06148 0.030
H -0.11025 -2.80700 0.52454 0.034
```

Properties
**ΔE to the lowest compared entry with this formula, charge and spin**: 607.4 kJ/mol
**Total charge**: +1
**Highest occupied orbital energy**: -11.73 eV


10.
C3H10N2OS | ωB97M-V with the def2-TZVPD basis set

```
17
Properties=species:S:1:pos:R:3:mulliken_charge:R:1
C -0.00913 -0.53002 1.46545 -1.193
C -0.41778 -1.37845 -0.96603 -1.397
C 0.21336 -0.35584 0.01837 0.730
N -0.32490 1.56825 -0.71790 -0.813
N 2.08607 1.48948 0.47144 -0.698
O 2.81605 -0.99413 -0.13085 -0.599
S 1.95472 0.07672 -0.57693 0.563
H -0.78502 -1.29372 1.43604 0.422
H -0.59493 0.28722 2.02314 0.251
H 0.91135 -0.71958 2.03364 0.287
H 0.03356 -2.32143 -0.64709 0.418
H -1.42762 -1.43424 -1.27081 0.383
H 0.10317 -1.15946 -1.90066 0.398
H -1.31881 1.39287 -0.76842 0.238
H 0.01598 1.32852 -1.62926 0.257
H 2.82042 2.08399 -0.00772 0.297
H 1.17382 2.00881 0.28017 0.456
```

Properties
**ΔE to the lowest compared entry with this formula, charge and spin**: 442.9 kJ/mol
**Total charge**: 0
**Highest occupied orbital energy**: -8.96 eV